1.
C28H46F2N2O8S | the ωB97M-V functional and the def2-TZVPD basis

CARTESIAN COORDINATES (ANGSTROEM)
H  1.164  -0.100  -4.196
C  1.147  -3.172  3.016
H  -4.172  -1.356  2.997
O  5.041  -5.937  -0.252
H  1.205  -1.401  0.116
C  -3.556  2.904  3.354
N  -0.448  5.242  -2.787
C  3.938  -0.657  -1.996
H  -1.659  3.737  2.642
C  3.324  -7.699  -0.243
C  -1.414  3.101  -2.053
H  -3.169  6.039  1.726
H  -3.125  1.952  2.927
O  4.364  -1.631  -1.424
O  -4.675  0.614  1.450
C  -2.560  4.342  0.357
H  -3.700  -2.467  1.737
H  2.473  -1.834  4.063
C  -4.342  -2.870  -1.100
C  4.665  -5.492  -1.562
H  2.722  0.642  -4.510
H  4.982  -0.220  -3.798
C  -3.243  4.924  1.658
H  -3.866  -3.752  -1.531
H  -5.423  -2.072  1.956
H  1.866  -1.184  2.533
C  -3.300  -1.849  -0.692
H  1.267  6.007  0.705
H  -2.600  4.879  3.778
F  -3.566  2.735  4.781
C  -0.749  6.960  1.089
H  3.395  -8.771  -0.059
H  2.432  -7.308  0.248
H  2.639  1.692  -2.172
C  -2.746  2.845  0.069
C  -0.047  -2.940  0.886
H  1.240  -2.925  -0.797
C  1.603  -1.782  3.407
H  -1.427  7.031  1.979
H  4.504  1.247  -2.908
H  0.802  -1.251  3.925
H  -2.343  1.116  -1.287
F  0.864  6.208  2.714
C  4.852  0.221  -2.810
C  -4.407  -1.677  1.982
C  -1.190  4.593  -1.793
H  -4.352  4.687  1.604
S  -0.181  3.991  -3.868
C  4.542  -7.034  0.345
H  3.164  -4.263  -2.503
H  -0.765  7.062  -1.097
C  -4.321  -0.480  1.074
H  2.126  -2.808  0.699
H  -0.240  7.972  1.002
C  -1.502  6.738  -0.298
H  2.557  -5.216  -1.138
H  -3.319  2.172  0.768
C  2.036  0.828  -2.460
H  1.930  -3.746  2.516
C  -2.171  2.207  -1.126
O  -1.078  -3.071  0.263
C  -1.781  5.205  -0.537
H  4.576  -6.335  -2.251
H  -4.950  -3.186  -0.250
C  1.214  -2.488  0.201
H  1.294  1.667  -4.301
N  -0.854  2.608  -3.247
O  -0.043  -3.121  2.213
H  5.495  -4.883  -1.926
H  -2.577  -2.247  0.029
O  5.025  -7.431  1.375
H  -2.407  7.388  -0.434
O  2.621  -0.391  -1.975
C  3.411  -4.646  -1.511
H  3.232  -7.578  -1.320
C  0.376  5.906  1.387
O  -3.919  -0.648  -0.191
H  0.008  4.842  1.444
H  0.882  -3.731  3.915
C  1.790  0.761  -3.953
C  -2.665  4.148  2.926
H  1.080  0.933  -1.944
H  5.818  0.270  -2.308
H  3.550  -3.803  -0.834
H  -4.614  3.031  2.999
H  -2.725  -1.551  -1.571
H  -5.026  -2.443  -1.837

Summary:
HOMO-LUMO gap, eV: 7.779
Energy above the lowest of the compared OMol25 structures with the same formula, charge and spin, kcal/mol: 60.7
HOMO level, Eh: -0.3209

2.
C28H46F6OP2Ru | the ωB97M-V functional and the def2-TZVPD basis

CARTESIAN COORDINATES (ANGSTROEM)
O  -2.195  -1.726  1.577
H  -1.494  3.169  -10.589
H  -3.513  -1.177  -7.166
C  1.660  0.327  1.267
C  -0.109  1.859  1.292
H  1.519  -1.989  2.765
C  -0.915  -1.718  -2.447
C  -1.195  -0.800  -8.994
C  -0.493  -0.426  -3.194
F  -4.585  -3.392  3.689
C  0.604  0.358  -2.537
C  -1.653  3.295  -9.509
H  -1.621  1.617  3.789
C  -0.683  -1.689  -0.961
H  -1.581  -1.822  -0.342
H  -1.381  0.230  -3.257
H  -1.237  4.256  -9.185
H  -0.426  -2.605  -2.881
F  -1.472  -4.405  2.222
H  -5.198  -3.151  1.359
H  3.278  -1.700  -2.240
H  2.644  0.476  -1.876
H  -2.628  0.707  -9.649
H  -1.943  -1.554  -9.278
H  3.647  0.401  2.026
H  1.152  -1.525  -7.203
C  -4.437  -2.418  1.075
H  1.408  1.166  -9.115
C  0.783  2.013  -9.420
P  -1.129  -0.720  -7.118
H  3.133  -1.202  1.451
H  1.482  3.245  -0.629
H  -4.217  -2.486  0.009
F  -2.253  -4.160  0.189
H  -0.216  -1.150  -9.347
C  3.074  -0.128  1.252
F  -2.562  -2.743  4.259
H  0.277  -2.230  -5.820
F  -4.058  -1.259  3.639
H  -0.240  -0.660  -4.242
C  0.650  -0.115  2.211
H  -2.000  -1.841  -2.584
C  1.717  -2.597  -1.032
C  2.064  2.624  0.060
H  -2.516  0.781  2.497
C  1.795  -0.208  -1.977
C  -3.127  -2.608  1.849
C  1.192  1.612  0.710
C  0.199  -1.968  -6.883
C  -2.633  -1.750  -6.846
H  -2.735  -1.984  -5.781
H  -1.586  -0.157  3.662
H  0.634  1.994  -10.508
H  -0.602  3.575  0.145
H  -0.239  -1.858  3.026
C  -2.582  -4.082  1.518
H  2.521  3.281  0.810
Ru  0.412  0.083  -0.453
H  2.538  -2.719  -0.304
C  -0.938  3.057  1.047
H  1.500  -3.601  -1.436
C  -1.540  0.558  -9.600
C  2.178  -1.660  -2.175
P  -0.848  1.936  -8.548
H  -1.996  2.794  0.928
H  -1.138  0.661  -10.619
C  -3.576  -2.517  3.387
H  -4.796  -1.407  1.284
H  0.893  -1.034  4.117
H  0.352  -2.450  0.713
H  0.687  1.399  -2.870
H  2.864  2.145  -0.507
C  -0.403  0.825  2.215
C  0.507  -2.083  -0.307
H  -2.729  3.292  -9.296
C  -1.594  0.768  3.087
C  0.716  -1.311  3.067
H  1.285  2.944  -9.131
H  -2.570  -2.677  -7.433
H  3.540  0.069  0.283
H  0.000  -2.869  -7.477
H  -0.865  3.753  1.893
H  1.777  -2.019  -3.131
F  -3.515  -5.058  1.739

Summary:
2S+1: 6
HOMO-LUMO gap (spin up / spin down), eV: 4.923 / 2.058
Total charge: +1
Energy above the lowest of the compared OMol25 structures with the same formula, charge and spin, kcal/mol: 0.0
HOMO level (spin up / spin down), Eh: -0.2674 / -0.3317
⟨S²⟩: 8.79

3.
C28H46N2O6 | the ωB97M-V functional and the def2-TZVPD basis

CARTESIAN COORDINATES (ANGSTROEM)
H  1.996  1.457  -0.298
H  2.702  -1.936  0.239
C  -2.519  -5.560  -0.622
H  -1.182  6.258  0.008
H  0.880  0.558  -1.249
H  -6.159  -5.286  -1.125
C  -0.630  6.485  3.413
H  3.615  1.918  0.783
O  -0.257  -2.479  -0.558
H  5.063  2.844  0.533
H  -5.078  -6.333  -3.485
H  6.724  1.146  -2.117
O  -4.133  -4.084  0.645
C  -2.620  7.052  2.136
H  -6.668  -9.003  -3.188
H  -1.962  -2.846  0.504
C  3.497  -1.376  -0.265
C  0.572  5.297  0.777
C  4.912  1.149  -0.847
H  -1.368  -4.423  -2.129
C  0.011  3.351  3.286
H  1.310  5.426  1.576
C  4.288  2.281  0.005
H  6.155  -0.593  -0.448
H  -2.263  8.085  2.172
N  -1.885  4.631  2.287
H  5.727  2.605  -2.272
O  -2.898  4.451  1.404
H  -0.289  -5.210  -0.886
C  -3.637  -7.849  -0.408
H  6.743  2.353  -0.851
H  0.007  4.183  3.985
H  1.373  -0.061  0.324
H  -0.500  7.571  3.440
C  6.090  1.848  -1.570
H  -6.245  -7.156  -4.633
C  -3.949  -5.019  -0.157
N  3.902  0.593  -1.807
O  4.586  -0.064  -2.775
H  6.108  0.556  0.873
H  -3.278  6.901  2.997
C  -5.729  -8.456  -2.805
C  5.489  0.081  0.105
H  3.821  -0.141  1.479
C  -5.022  -7.205  -0.908
H  2.807  -1.913  -2.827
H  -2.178  1.893  2.578
H  0.380  6.073  3.442
C  -1.488  2.168  1.775
H  3.746  2.994  -0.624
H  -0.563  3.734  -0.126
C  0.018  3.881  0.792
H  4.872  -1.539  1.379
H  0.849  3.170  0.734
H  -0.705  1.404  1.736
H  -3.219  6.968  1.226
O  -6.080  -7.939  -1.498
C  -5.374  -7.347  -3.905
C  -1.433  6.056  2.161
H  -0.143  7.315  0.940
C  2.155  -1.181  -2.344
H  1.054  3.152  3.024
H  -0.344  2.502  3.879
H  -4.448  -7.735  -4.471
C  1.735  0.440  -0.577
H  -1.364  -7.443  -1.092
C  -1.272  -4.645  -1.000
H  -1.152  6.202  4.332
C  -1.226  -3.232  -0.272
H  4.080  -2.121  -0.819
H  1.104  5.471  -0.163
C  4.405  -0.750  0.782
C  -5.207  -5.798  -0.790
H  1.325  -1.744  -1.906
C  -0.563  6.304  0.912
C  2.886  -0.356  -1.252
H  -2.029  2.108  0.827
C  -0.865  3.569  2.021
O  -3.562  -8.920  0.229
C  -2.336  -6.968  -0.753
H  1.739  -0.532  -3.120
H  -4.903  -9.244  -2.796

Summary:
2S+1: 3
HOMO-LUMO gap (spin up / spin down), eV: 7.383 / 8.019
HOMO level (spin up / spin down), Eh: -0.3214 / -0.3448
⟨S²⟩: 2.01

4.
C28H46NOP2Pb | the ωB97M-V functional and the def2-TZVPD basis

CARTESIAN COORDINATES (ANGSTROEM)
C  -0.373  -0.887  4.099
H  -2.534  0.380  -4.968
H  -1.884  -2.205  -2.284
H  3.408  -0.364  -6.005
H  -3.794  1.174  0.879
H  -2.906  0.667  -2.637
H  -0.521  2.852  -5.785
H  -1.751  -2.629  0.381
H  0.284  -1.313  -2.244
H  4.237  -1.547  -4.929
H  -4.713  -0.103  -0.828
C  -3.145  0.972  0.021
H  -0.078  -0.361  6.148
H  1.862  -2.965  -5.006
C  -1.142  1.814  -1.361
H  0.619  -3.935  1.043
H  -3.339  -0.437  2.457
C  0.210  -2.568  2.678
H  1.964  1.548  -4.246
H  -1.644  1.918  -2.343
C  -1.503  -1.175  3.286
C  2.891  3.121  5.137
C  1.932  -1.939  4.503
H  0.976  -1.715  -5.936
C  -1.785  -1.115  -2.210
H  -3.506  -1.219  4.048
H  -1.202  0.700  5.267
H  2.057  2.134  1.520
C  -2.020  -2.892  1.419
H  -1.341  3.354  -4.267
H  2.037  -3.546  2.066
H  2.418  5.143  4.549
H  -1.954  2.600  0.518
H  0.439  3.386  -4.360
H  -1.941  -3.988  1.503
H  3.300  0.993  5.350
C  -0.540  -0.603  -2.102
C  1.338  0.720  -4.625
H  -3.079  -2.634  1.562
C  -2.103  1.794  -0.212
C  -0.276  0.121  5.176
C  0.666  -1.779  3.766
C  2.040  3.755  2.973
C  -3.623  -0.209  -0.769
C  2.440  4.103  4.259
H  -3.433  -1.179  -0.293
P  -0.379  1.115  -4.127
C  2.930  1.795  4.721
C  -1.145  -2.222  2.415
O  2.748  0.254  2.923
C  -3.041  -0.332  -2.201
Pb  1.951  -0.856  1.146
H  -0.576  2.768  -1.279
H  3.240  3.366  6.142
H  -1.399  0.683  -6.318
H  0.551  0.823  4.992
H  0.119  0.423  -0.293
H  1.612  4.477  2.296
H  0.308  -2.363  -4.401
H  0.829  1.029  -1.810
C  -2.849  -0.578  3.433
C  0.944  -3.712  2.074
H  2.536  -2.787  4.157
C  3.661  -0.618  -4.968
H  2.554  -1.039  4.399
H  1.398  0.716  -5.726
H  1.741  -2.056  5.577
H  -3.771  -0.856  -2.852
C  2.198  2.470  2.534
C  -1.497  0.261  -5.309
H  -1.276  -0.812  -5.325
N  2.593  1.534  3.430
H  0.782  -4.633  2.668
P  2.144  -0.809  -3.922
H  -2.801  0.398  3.931
C  -0.461  2.850  -4.688
C  -0.113  0.640  -1.362
H  4.251  0.196  -4.532
C  1.231  -2.069  -4.925

Summary:
2S+1: 2
HOMO-LUMO gap (spin up / spin down), eV: 4.601 / 3.076
Total charge: +2
Energy above the lowest of the compared OMol25 structures with the same formula, charge and spin, kcal/mol: 0.0
HOMO level (spin up / spin down), Eh: -0.4138 / -0.4140
⟨S²⟩: 0.76

5.
C28H47BrCaNO3P3 | the ωB97M-V functional and the def2-TZVPD basis

CARTESIAN COORDINATES (ANGSTROEM)
C  1.165  -8.407  5.485
C  1.541  -6.897  3.627
C  -3.979  -1.094  -0.002
H  -2.828  1.392  -3.309
H  -5.666  -1.482  -1.348
H  -0.094  -3.046  -1.668
C  -2.833  0.298  -3.200
H  -0.930  -3.145  3.239
H  -0.967  -0.323  -2.201
H  -1.913  3.375  1.923
H  -3.505  -5.010  -2.117
C  -5.303  -0.713  -0.657
C  2.547  -4.222  -2.903
O  -1.719  1.264  1.768
H  1.509  -10.213  2.763
C  1.796  3.049  2.020
Br  1.421  -0.721  -0.372
H  1.717  -7.950  1.722
H  -4.574  -4.019  -1.125
O  0.504  0.046  2.495
C  1.634  -5.561  3.093
C  -3.538  -4.134  -1.464
H  3.013  -1.481  -2.468
C  0.456  -2.790  -4.294
C  -1.346  -2.311  -0.040
H  4.362  0.126  -4.019
C  -0.056  -2.648  -5.735
H  3.432  -3.892  -2.340
H  -2.858  2.596  0.623
H  -0.833  -0.318  4.052
C  0.055  0.285  3.859
H  -1.986  0.700  -1.217
N  1.240  -9.471  4.688
C  -3.052  -2.891  -2.215
H  -5.239  0.241  -1.191
H  0.856  -0.053  4.513
H  1.239  -4.557  -0.220
P  -0.101  1.187  1.348
H  -4.129  -1.937  0.687
C  -2.475  2.479  1.645
H  1.826  -6.024  -3.914
C  2.863  -1.366  -3.550
H  2.124  3.357  1.015
H  0.024  -3.690  -3.824
H  0.383  -3.410  -6.394
H  0.182  -1.659  -6.152
P  -2.616  -1.553  -1.091
H  4.020  -0.986  -5.355
H  -3.881  -0.022  -3.139
H  -2.106  -1.458  1.824
C  -0.320  -3.088  -0.601
H  -2.165  -3.132  -2.822
H  0.195  -1.902  -3.695
Ca  2.042  -2.333  1.950
H  -3.594  -0.263  0.610
H  1.787  3.925  2.676
C  2.756  -5.617  -3.502
C  4.136  -0.914  -4.269
H  4.995  -1.525  -3.978
H  1.673  -4.194  -2.242
C  -1.440  -2.200  1.359
H  -2.922  -4.369  -0.590
H  0.993  -8.578  6.553
H  3.500  -5.603  -4.306
H  1.191  -6.246  5.669
H  -2.399  -0.130  -4.113
C  1.251  -4.584  2.433
C  -0.701  -3.051  2.177
H  -1.147  -2.769  -5.761
H  2.504  2.312  2.431
C  1.301  -7.094  5.001
C  1.594  -8.043  2.793
C  0.243  -3.928  1.594
P  2.293  -2.974  -4.222
H  -3.815  -2.522  -2.913
H  -6.062  -0.592  0.125
H  -3.319  2.379  2.329
C  -2.020  -0.110  -1.964
H  3.107  -6.309  -2.731
H  2.049  -0.643  -3.704
O  0.433  2.571  2.001
H  -0.143  1.353  4.024
C  0.479  -3.887  0.208
C  1.450  -9.311  3.381

Summary:
HOMO-LUMO gap, eV: 4.988
Total charge: +2
Energy above the lowest of the compared OMol25 structures with the same formula, charge and spin, kcal/mol: 0.0
HOMO level, Eh: -0.4362